Computed, not measured: the ion C5H16N3 with charge +1, with ωB97M-V with the def2-TZVPD basis set.

Cartesian coordinates (Å):
C 3.00172 0.72612 1.29227
N 2.12070 -0.38058 0.87002
C 1.10112 -0.00127 -0.11294
C -0.07642 -0.97309 -0.03564
N -0.38265 -0.99891 1.49089
C -1.35866 -0.55386 -0.76758
C -1.54243 0.93657 -1.12170
N -2.89284 1.11887 -1.63622
H 2.97974 0.86199 2.36491
H 4.01615 0.58967 0.91658
H 2.71587 1.68860 0.85960
H 2.71186 -1.10131 0.48076
H 0.71011 0.99187 0.05787
H 1.54922 0.04191 -1.11423
H 0.18999 -2.00842 -0.23796
H 0.28865 -1.61317 1.94922
H -0.15677 -0.08436 1.86805
H -1.33985 -1.28534 1.67031
H -1.54272 -1.14038 -1.66452
H -2.15888 -0.83569 -0.11056
H -1.35887 1.57768 -0.27839
H -0.79708 1.12948 -1.90765
H -3.02028 0.84293 -2.59302
H -3.23184 2.02974 -1.38201

## Properties
SMILES: CNC[C@@H]([NH3+])CCN
charge: +1
energy above the lowest of the compared OMol25 structures with the same formula, charge and spin: 40.12 kcal/mol
strongest force on any atom: 1.9 eV Å⁻¹
HOMO-LUMO gap: 9.42 eV
E_tot: -9907.9762 eV



Computed, not measured: the ion C5H6N with charge +1, with ωB97M-V with the def2-TZVPD basis set.

Cartesian coordinates (Å):
C 2.47439 -0.13720 -0.38923
C 1.83384 0.38369 0.74557
C -0.73155 0.07120 0.81639
C 1.19917 0.05855 -0.90851
C -2.04204 -0.14711 0.17324
N 0.54898 0.05457 0.32058
H 3.57619 -0.25035 -0.71719
H -0.59452 0.19356 1.97170
H 1.07038 0.47625 -1.90279
H -2.31431 0.53260 -0.61984
H -2.09459 -1.18217 -0.24642
H -2.92594 -0.05361 0.75651

## Properties
spin multiplicity: 3
charge: +1
energy above the lowest of the compared OMol25 structures with the same formula, charge and spin: 101.13 kcal/mol
strongest force on any atom: 5.2 eV Å⁻¹
HOMO-LUMO gap (spin up / spin down): 5.52 / 7.25 eV
E_tot: -6756.5331 eV



Computed, not measured: the molecule H3NO, with ωB97M-V with the def2-TZVPD basis set.

Cartesian coordinates (Å):
N 0.71868 -0.07314 -0.09435
O -0.75412 -0.07434 -0.06644
H 0.96978 0.91839 -0.13809
H 1.04183 -0.38084 0.75580
H -1.00933 0.56911 0.57431

## Properties
SMILES: NO
energy above the lowest of the compared OMol25 structures with the same formula, charge and spin: 2.64 kcal/mol
strongest force on any atom: 3.6 eV Å⁻¹
HOMO-LUMO gap: 11.36 eV
E_tot: -3584.1789 eV



Computed, not measured: the ion C15H8F3N2O5S4 with charge -1, with ωB97M-V with the def2-TZVPD basis set.

Cartesian coordinates (Å):
O -0.84618 0.71187 0.89455
C 0.05941 0.24535 0.20853
C -0.23240 -0.91983 -0.72510
C -0.19648 -2.15948 0.12441
S 1.07087 -2.42639 1.16735
N -1.14519 -3.18393 0.14366
C -2.27327 -3.26224 -0.65848
C -3.24374 -4.18323 -0.43188
C -4.33145 -3.89221 -1.33410
C -3.91315 -2.81774 -2.11758
S -4.72759 -2.16326 -3.63351
O -6.16716 -1.91101 -3.39825
O -4.04402 -0.95934 -4.13374
O -4.60315 -3.24561 -4.61991
O -2.63799 -2.47122 -1.69591
S 1.10810 -0.95034 -1.95055
C 1.98588 0.18340 -0.96448
S 3.61710 0.32818 -1.26831
N 1.28644 0.79294 0.06985
C 1.83802 1.67783 0.99037
C 1.66916 1.48240 2.39493
C 2.21256 2.35222 3.35584
C 2.92526 3.48842 2.95362
C 3.09550 3.74483 1.55781
C 3.85663 4.92806 1.03069
F 4.33293 5.71654 2.04300
F 4.90072 4.49298 0.29015
F 3.09420 5.73622 0.21584
C 2.61011 2.80103 0.60771
H -1.19867 -0.77147 -1.20123
H -0.88637 -3.99901 0.66723
H -3.20851 -4.92964 0.36709
H -5.30370 -4.36980 -1.41000
H 1.07210 0.62844 2.78281
H 2.08687 2.13317 4.44468
H 3.35186 4.18612 3.68471
H 2.78528 2.98576 -0.45180

## Properties
SMILES: O=C1[C@H](C(=S)Nc2ccc(S(=O)(=O)[O-])o2)SC(=S)N1c1cccc(C(F)(F)F)c1
charge: -1
energy above the lowest of the compared OMol25 structures with the same formula, charge and spin: 0.00 kcal/mol
strongest force on any atom: 4.8 eV Å⁻¹
HOMO-LUMO gap: 6.66 eV
E_tot: -80396.9985 eV